Entry 1:
Computed, not measured: a structure of composition C44H42CaN8O4 in a non-equilibrium geometry, with wB97M-V/def2-TZVPD.

Values from the calculation:
* ΔE to the lowest compared entry with this formula, charge and spin: 808.44 kJ/mol
* lowest unoccupied orbital energy (spin up / spin down): -0.4513 / -0.4513 eV

Each line ends with the Mulliken charge.
Positions of all 99 atoms, in Å:
Ca  0.00000  0.00000  0.00000  0.7589
O  1.27539  -1.46386  -1.11602  0.1993
O  -3.89409  8.94474  -8.81895  -0.4541
O  -1.96158  0.17701  0.50840  -1.0989
O  1.48979  0.55187  -1.74715  0.9240
N  -0.21619  2.32006  -0.27068  0.4069
N  1.27759  2.13212  -4.40168  0.1676
N  -0.90535  0.11447  -2.16158  0.0350
N  -2.26854  3.74449  -5.19573  -0.1244
N  -0.43508  -1.67997  1.50096  -0.2940
N  1.83937  -1.99891  -3.57708  0.6328
N  -1.75878  5.36895  -3.80102  -0.8860
N  1.86673  1.00179  0.80132  0.3885
C  1.37679  1.12961  2.16838  -0.8017
C  0.86768  -3.35804  0.32246  0.5799
C  1.40264  -7.09657  -0.15942  -1.7013
C  -2.56656  7.46427  -5.68403  -0.8063
C  3.07117  0.62247  0.58933  -0.9958
C  0.91280  0.73284  -4.70517  0.2108
C  1.62297  -3.69004  -1.87196  0.5208
C  3.16721  1.90014  -2.81628  -0.0547
C  -3.47240  8.09040  -7.83896  0.8740
C  1.24493  -2.73921  -0.89425  -0.0586
C  0.92850  -4.74722  0.56638  -0.7399
C  -2.23739  5.10651  -5.00388  0.0063
C  -1.59868  1.76882  -3.71900  1.1426
C  1.68156  -5.08651  -1.66310  -0.9525
C  1.91682  -3.23357  -3.23461  -0.2462
C  5.46294  1.80011  -2.00772  0.2766
C  2.67466  1.05898  -1.80541  0.1736
C  4.98510  1.14719  -0.87407  -0.9184
C  -3.58131  6.73628  -8.15840  -0.7010
C  1.87119  -1.57877  -4.97682  -1.0569
C  2.12750  -0.09523  -5.11747  -0.6738
C  0.07060  3.37300  0.52799  -0.1159
C  -1.75413  -0.56623  -4.30704  -0.8970
C  -1.47766  4.15393  -3.21267  1.3691
C  -0.64409  4.93015  -1.09240  -0.7589
C  -0.12382  4.68661  0.16604  -1.2482
C  -0.73497  2.50902  -1.52979  -0.5190
C  1.05449  -0.16588  2.90644  -0.6852
C  4.52694  2.25815  -2.93707  -0.6880
C  0.50694  -2.55767  1.49421  -0.3483
C  -2.66977  6.09999  -5.99466  0.3274
C  -1.78981  3.11724  -4.07128  -0.4968
C  -0.34543  -0.78140  2.66340  -1.0464
C  3.61676  0.84889  -0.77038  0.6863
C  -1.06733  1.44658  -2.44133  0.0551
C  -1.23734  -0.83733  -3.06130  -1.0053
C  2.21836  2.62416  -3.67162  -0.6498
C  1.33986  -5.62590  -0.42868  0.3464
C  -1.93996  0.76231  -4.64659  -0.8900
C  -3.79504  10.33655  -8.54320  -0.8160
C  -3.18532  5.74824  -7.24868  -0.4144
C  6.91482  2.14145  -2.13774  -1.6434
C  -0.95028  3.84893  -1.94119  0.9251
C  -2.96292  8.45246  -6.59491  -0.4020
H  2.12288  -7.30331  0.63892  0.3403
H  2.30252  3.72310  -3.67381  0.4603
H  0.12179  5.49672  0.84201  0.4426
H  5.64520  0.92943  -0.03986  0.4500
H  -2.00407  -1.36781  -4.99186  0.5237
H  2.34573  0.12266  -6.17198  0.3843
H  1.87290  -0.87797  2.77205  0.4174
H  7.53684  1.39542  -1.63112  0.4111
H  3.04607  0.15026  -4.58154  0.2811
H  0.47578  3.11220  1.50154  0.3507
H  2.66805  -2.14293  -5.47542  0.6912
H  2.15687  -3.97303  -4.01461  0.4424
H  -2.58923  3.28214  -6.03103  0.1696
H  1.71568  -7.65497  -1.04745  0.3494
H  0.64477  -5.12670  1.54540  0.5131
H  1.98881  -5.74806  -2.46784  0.3556
H  -2.85807  9.48992  -6.29570  0.3801
H  4.85239  2.90029  -3.75070  0.5025
H  0.60840  2.81031  -4.76206  0.3330
H  -2.17012  7.76904  -4.71587  0.4371
H  -4.42264  10.61538  -7.69033  0.3325
H  -2.34656  0.99653  -5.62478  0.3267
H  3.74705  0.26986  1.38404  0.3442
H  -1.06625  -1.85821  -2.73137  0.7102
H  -3.97945  6.44673  -9.12839  0.3941
H  0.49252  1.77730  2.15539  0.0099
H  1.07015  0.09215  3.97506  0.4532
H  -4.16464  10.87771  -9.41953  0.2376
H  0.31627  0.33348  -3.88537  -1.1458
H  -2.75348  10.63409  -8.38288  0.3329
H  0.91417  -1.86046  -5.42933  0.3175
H  -0.81340  5.95444  -1.41843  0.5103
H  1.62779  -1.34094  -2.74981  -0.9155
H  -3.29428  4.71252  -7.55282  0.2590
H  7.21606  2.14963  -3.19073  0.3895
H  2.12694  1.68027  2.75249  0.6035
H  -0.65170  -1.34287  3.55565  0.5190
H  -1.08283  0.01919  2.53742  0.3972
H  0.23059  0.78620  -5.56314  0.8165
H  7.11463  3.12444  -1.70174  0.2813
H  1.11782  -2.77264  2.38891  0.4203
H  0.41775  -7.46902  0.14072  0.3524


Entry 2:
Computed, not measured: a cluster of 3 separate species, C2H7NO6S in total in a non-equilibrium geometry, with wB97M-V/def2-TZVPD.

Values from the calculation:
* ΔE to the lowest compared entry with this formula, charge and spin: 75.40 kJ/mol
* lowest unoccupied orbital energy: 0.6319 eV

Each line ends with the Mulliken charge.
Positions of all 17 atoms, in Å:
S  1.40369  0.30313  -0.12726  1.0791
O  2.41076  -0.07582  1.16383  -0.5366
O  2.37721  1.55530  -0.64236  -0.5456
O  -0.05753  -1.08318  1.08743  -0.6793
O  1.55608  -0.66629  -1.22590  -0.6985
O  -1.16460  1.46425  1.13266  -0.4678
O  -2.15040  1.85343  -0.88785  -0.2211
N  -0.75954  -1.86219  -0.92905  -0.3716
C  -1.60011  1.02396  -0.09719  -0.1285
C  -0.97343  -1.53850  0.40088  0.1117
H  2.07139  -0.78152  1.58180  0.3410
H  -0.68624  0.69202  1.52071  0.4812
H  0.07351  -1.67498  -1.37864  0.3572
H  -1.57002  -1.66333  -1.53172  0.2471
H  -2.20198  2.71750  -0.48775  0.3322
H  3.29369  1.48424  -0.29087  0.3304
H  -2.02247  -1.74803  0.71126  0.3693


Entry 3:
Computed, not measured: a structure of composition C30H32BrLiN5O2S, with wB97M-V/def2-TZVPD.

Values from the calculation:
* net charge: -1
* ΔE to the lowest compared entry with this formula, charge and spin: 0.00 kJ/mol
* lowest unoccupied orbital energy: 2.0818 eV

Each line ends with the Mulliken charge.
Positions of all 72 atoms, in Å:
Br  -0.74955  4.44616  -1.62671  -0.1319
S  2.27828  1.68666  -0.93625  -0.7541
O  -0.71292  -0.60741  -1.23825  0.3791
O  -5.65181  2.85710  -1.26406  -0.5616
N  4.36264  1.57085  1.09075  0.2088
N  3.13900  1.60715  1.63887  -0.4299
N  -0.11304  1.67458  0.90566  0.5534
N  -1.76161  1.98409  -2.34511  -0.4935
N  0.94006  1.68050  1.55673  -0.3543
C  -0.79020  -3.96484  -2.61210  0.0551
C  -0.75247  -1.90652  -1.31246  -0.8528
C  5.48817  1.53123  1.89351  0.4653
C  0.46510  -2.11001  -4.73242  -1.6252
C  -1.29282  1.73475  1.74208  -0.3766
C  -0.78791  -2.70286  -0.13442  0.4396
C  -0.82003  -4.73788  -1.45869  -1.5801
C  -0.73488  -2.00204  1.20436  2.4261
C  5.40706  1.54451  3.28682  -0.3230
C  6.57057  1.50238  4.04003  -0.4480
C  7.89377  1.43671  2.05069  -0.4247
C  0.68563  -1.99347  1.77212  -1.4516
C  -4.04832  1.29329  -2.15867  -0.4394
C  -3.40574  3.50129  -1.47626  -0.4356
C  -0.75497  -2.57660  -2.56609  0.7562
C  7.82248  1.44878  3.43844  -0.5671
C  -3.66541  1.78945  3.18324  -0.5398
C  -2.49344  1.44770  1.11294  0.3296
C  -1.72929  -2.55775  2.22315  -1.7468
C  -2.45586  2.08133  3.80708  -0.6156
C  -2.11806  3.15678  -1.85335  0.0948
C  -3.67998  1.46909  1.83307  -0.8660
C  -4.38505  2.53746  -1.63729  0.8206
C  -2.03881  -1.90621  -4.62497  -1.4455
C  -1.26826  2.05359  3.09313  -0.6225
C  2.15599  1.65349  0.79785  0.0543
C  -0.81644  -4.08601  -0.22954  -0.1726
C  -0.72902  -1.76294  -3.84355  0.4568
C  6.74288  1.47659  1.28173  -0.5008
C  -2.72719  1.06898  -2.48600  0.2261
Li  -0.00469  0.95797  -1.09462  0.2327
H  1.38587  -1.54540  1.06387  0.2956
H  -2.47648  1.15584  0.06963  0.6073
H  -4.61296  1.22449  1.33962  0.3906
H  -0.83187  -4.67603  0.68265  0.2613
H  1.40177  -1.97087  -4.19061  0.3718
H  -2.73721  -2.60791  1.80412  0.3849
H  1.02131  -3.01541  1.97645  0.3481
H  6.80423  1.46304  0.19949  0.3406
H  -1.00677  -0.96892  1.00305  -1.0481
H  -0.62779  -0.71996  -3.53864  0.1729
H  4.43273  1.58298  3.75211  0.3964
H  8.72329  1.41555  4.03730  0.3560
H  6.49479  1.51058  5.12120  0.3270
H  8.85773  1.39317  1.55744  0.3277
H  -1.45527  -3.56573  2.54982  0.3568
H  -6.21546  2.08364  -1.37458  0.3122
H  0.73936  -1.42087  2.70375  0.3723
H  -2.39980  0.10202  -2.84688  -0.3165
H  -4.58778  1.80872  3.75039  0.3996
H  -0.79155  -4.46039  -3.57981  0.3040
H  -4.78771  0.51161  -2.28633  0.3244
H  -0.31935  2.27161  3.56387  0.4856
H  -3.63836  4.46740  -1.05447  0.4417
H  -2.04302  -1.27251  -5.51732  0.3503
H  -0.84347  -5.81903  -1.51474  0.3433
H  0.42231  -3.15110  -5.06582  0.2807
H  4.42391  1.56729  0.07703  0.1328
H  -1.75980  -1.92115  3.11259  0.4133
H  0.48767  -1.47599  -5.62382  0.4435
H  -2.89836  -1.63479  -4.00661  0.3155
H  -2.43737  2.33141  4.86075  0.3887
H  -2.18844  -2.94125  -4.94690  0.3804